This record from the OMol25 dataset describes an isolated molecule of C6H8. The level of theory is wB97M-V/def2-TZVPD.

Computed properties:
- E_HOMO (eV) = -8.108
- frontier orbital gap (eV) = 7.742
- energy relative to the best compared isomer or geometry (same formula, charge and spin) (kcal/mol) = 65.25

ORCA input file:
```
! RIJCOSX wB97M-V def2-TZVPD def2/J DEFGRID3
* xyz 0 1
C -1.24698 0.84405 0.51039
C -0.31967 0.25949 -0.57777
C 1.13981 0.67333 -0.29360
C 1.77174 -0.38434 0.56753
C 0.89585 -1.53114 0.34690
C -0.22513 -1.21208 -0.34051
H -2.14284 0.23110 0.65626
H -1.56174 1.86384 0.27238
H -0.69974 0.51314 -1.57589
H 1.26279 1.69569 0.07992
H 1.74688 0.60952 -1.21387
H -0.70199 0.86056 1.46114
H 1.10147 -2.52422 0.73798
H -1.02047 -1.89893 -0.63086
*
```

Löwdin charges, unit e, in atom order:
1 C -0.06
2 C -0.37
3 C -0.24
4 C 0.04
5 C -0.14
6 C -0.04
7 H 0.08
8 H 0.08
9 H 0.14
10 H 0.10
11 H 0.13
12 H 0.09
13 H 0.08
14 H 0.12